1.
This record from the Open Molecules 2025 dataset describes a cluster of 6 separate species, C4H22N2O5 in total at a distorted geometry. The level of theory is ωB97M-V/def2-TZVPD.

Energy relative to the best compared isomer or geometry (same formula, charge and spin) in eV: 1.147
HOMO level in eV: -8.57
Calculated total energy in Eh: -651.24330
SMILES string: CN[C@@H](C)CN.O.O.O.O.O
LUMO energy in eV: 0.2
Kohn-Sham gap in eV: 8.75

```
! RIJCOSX wB97M-V def2-TZVPD def2/J DEFGRID3
* xyz 0 1
C 0.61 -0.81 -2.64
N -0.65 -1.33 -2.05
C 0.61 -3.01 -0.61
C -0.63 -2.11 -0.81
C -0.75 -1.24 0.42
N -2.02 -0.46 0.31
H 1.25 -0.60 -1.79
H 1.02 -1.58 -3.28
H 0.38 0.09 -3.22
H -1.12 -1.85 -2.78
H 1.56 -2.49 -0.33
H 0.98 -3.59 -1.47
H 0.59 -3.62 0.28
H -1.49 -2.79 -0.81
H -0.90 -1.81 1.34
H 0.10 -0.64 0.70
H -2.27 -0.02 -0.56
H -2.01 0.20 1.06
H 2.25 0.91 0.28
H 1.50 0.17 1.50
O 1.95 0.08 0.65
H 1.75 3.66 1.17
H 1.48 3.30 -0.15
O 1.62 2.83 0.68
H -1.32 1.72 -1.87
H -0.16 2.68 -1.95
O -1.03 2.59 -1.55
H -1.89 2.26 2.17
H -0.90 1.50 1.04
O -1.02 2.03 1.84
H 0.30 1.62 3.46
H -0.28 1.28 4.74
O 0.49 1.04 4.21
*
```


2.
This record from the Open Molecules 2025 dataset describes a cluster of 6 separate species, C4H22N2O5S in total at a distorted geometry. The level of theory is ωB97M-V/def2-TZVPD.

Energy relative to the best compared isomer or geometry (same formula, charge and spin) in eV: 0.000
HOMO level in eV: -9.09
Calculated total energy in Eh: -1049.52054
SMILES string: C[C@H](CS)NCN.O.O.O.O.O
LUMO energy in eV: 0.4
Kohn-Sham gap in eV: 9.52

```
! RIJCOSX wB97M-V def2-TZVPD def2/J DEFGRID3
* xyz 0 1
C -1.77 -2.03 -0.15
C -1.51 -0.64 -0.72
C -0.87 -0.77 -2.11
S -2.19 -0.96 -3.37
N -0.56 0.14 0.10
C -1.07 0.53 1.40
N 0.00 1.23 2.13
H -2.29 -1.98 0.81
H -2.37 -2.64 -0.82
H -0.84 -2.57 0.03
H -2.45 -0.09 -0.77
H -0.29 0.11 -2.37
H -0.22 -1.64 -2.17
H -1.53 -1.76 -4.24
H 0.32 -0.34 0.17
H -1.95 1.17 1.25
H -1.38 -0.34 2.00
H 0.66 1.68 1.49
H -0.41 1.95 2.74
H 2.27 -0.34 -0.58
H 3.46 0.43 -1.29
O 2.51 0.43 -1.14
H 1.93 -1.31 1.48
H 2.36 -2.52 0.54
O 1.97 -1.63 0.53
H -1.33 2.78 -2.07
H -0.88 1.84 -0.87
O -0.91 2.77 -1.19
H 0.98 -0.11 2.91
H 2.44 -0.13 3.45
O 1.71 -0.71 3.14
H 1.92 1.86 -0.25
H 0.80 2.97 -0.32
O 1.49 2.59 0.26
*
```


3.
This record from the Open Molecules 2025 dataset describes a cluster of 7 separate species, C4H22N2O7 in total at a distorted geometry. The level of theory is ωB97M-V/def2-TZVPD.

Energy relative to the best compared isomer or geometry (same formula, charge and spin) in eV: 4.090
HOMO level in eV: -9.69
Calculated total energy in Eh: -801.72865
SMILES string: NCNCCC=O.O.O.O.O.O.O
LUMO energy in eV: 0.2
Kohn-Sham gap in eV: 9.94

```
! RIJCOSX wB97M-V def2-TZVPD def2/J DEFGRID3
* xyz 0 1
C -0.34 0.35 -0.63
C -1.34 -0.02 -1.75
C -0.56 0.01 -3.00
O -0.38 -1.00 -3.64
N -0.83 1.63 -0.09
C -1.93 1.74 0.86
N -1.61 1.59 2.30
H 0.71 0.61 -0.96
H -0.26 -0.55 0.07
H -1.93 -0.94 -1.63
H -2.14 0.76 -1.70
H -0.22 0.91 -3.52
H -0.04 2.07 0.36
H -2.42 2.68 0.61
H -2.71 1.03 0.59
H -1.45 2.51 2.66
H -2.17 1.10 3.00
H 2.45 -0.46 -2.40
H 2.72 -1.61 -1.56
O 2.66 -0.65 -1.48
H -1.05 -3.29 0.14
H -0.71 -3.75 1.51
O -1.42 -3.79 0.86
H 1.61 3.42 -2.53
H 0.66 2.41 -1.77
O 1.54 2.53 -2.15
H -1.71 -2.16 2.60
H -0.44 -1.41 3.04
O -1.01 -2.14 3.28
H 2.98 0.89 1.01
H 2.19 0.96 2.43
O 2.92 0.55 1.96
H 2.38 -2.06 1.23
H 1.89 -1.57 -0.14
O 1.93 -2.36 0.44
*
```


4.
This record from the Open Molecules 2025 dataset describes a cluster of 9 separate species, C4H22O10 in total at a distorted geometry. The level of theory is ωB97M-V/def2-TZVPD.

Energy relative to the best compared isomer or geometry (same formula, charge and spin) in eV: 1.792
HOMO level in eV: -9.85
Calculated total energy in Eh: -917.97236
SMILES string: O=CCCC=O.O.O.O.O.O.O.O.O
LUMO energy in eV: -0.1
Kohn-Sham gap in eV: 9.77

```
! RIJCOSX wB97M-V def2-TZVPD def2/J DEFGRID3
* xyz 0 1
O 3.22 -1.48 1.49
C 2.87 -0.64 0.70
C 1.75 0.30 1.04
C 1.12 0.18 2.41
C -0.37 0.37 2.39
O -1.02 1.11 1.68
H 3.36 -0.50 -0.26
H 2.21 1.30 0.90
H 0.97 0.41 0.28
H 1.47 0.92 3.14
H 1.42 -0.72 2.94
H -0.86 -0.15 3.21
H -1.97 0.33 -1.86
H -2.94 -0.70 -2.43
O -2.02 -0.41 -2.50
H -2.17 -1.68 0.05
H -1.59 -1.83 -1.33
O -1.61 -2.27 -0.47
H -0.18 0.27 -3.02
H 1.25 0.98 -2.59
O 0.50 0.44 -2.36
H 1.20 -1.26 -1.56
H 2.54 -1.61 -2.18
O 1.97 -1.84 -1.44
H -2.41 2.41 -0.92
H -1.02 2.00 -0.26
O -1.69 1.77 -0.92
H 1.14 3.11 0.39
H 1.75 2.42 -0.97
O 1.05 2.93 -0.55
H 0.78 -2.17 1.14
H -0.67 -2.57 1.16
O 0.07 -2.36 1.75
H -2.86 0.41 -0.28
H -3.55 0.38 1.08
O -3.68 0.13 0.15
*
```


Please write out number 1 again, unchanged.
This record from the Open Molecules 2025 dataset describes a cluster of 6 separate species, C4H22N2O5 in total at a distorted geometry. The level of theory is ωB97M-V/def2-TZVPD.

Energy relative to the best compared isomer or geometry (same formula, charge and spin) in eV: 1.147
HOMO level in eV: -8.57
Calculated total energy in Eh: -651.24330
SMILES string: CN[C@@H](C)CN.O.O.O.O.O
LUMO energy in eV: 0.2
Kohn-Sham gap in eV: 8.75

```
! RIJCOSX wB97M-V def2-TZVPD def2/J DEFGRID3
* xyz 0 1
C 0.61 -0.81 -2.64
N -0.65 -1.33 -2.05
C 0.61 -3.01 -0.61
C -0.63 -2.11 -0.81
C -0.75 -1.24 0.42
N -2.02 -0.46 0.31
H 1.25 -0.60 -1.79
H 1.02 -1.58 -3.28
H 0.38 0.09 -3.22
H -1.12 -1.85 -2.78
H 1.56 -2.49 -0.33
H 0.98 -3.59 -1.47
H 0.59 -3.62 0.28
H -1.49 -2.79 -0.81
H -0.90 -1.81 1.34
H 0.10 -0.64 0.70
H -2.27 -0.02 -0.56
H -2.01 0.20 1.06
H 2.25 0.91 0.28
H 1.50 0.17 1.50
O 1.95 0.08 0.65
H 1.75 3.66 1.17
H 1.48 3.30 -0.15
O 1.62 2.83 0.68
H -1.32 1.72 -1.87
H -0.16 2.68 -1.95
O -1.03 2.59 -1.55
H -1.89 2.26 2.17
H -0.90 1.50 1.04
O -1.02 2.03 1.84
H 0.30 1.62 3.46
H -0.28 1.28 4.74
O 0.49 1.04 4.21
*
```


Q: The highest calculated total energy belongs to which entry?
A: C4H22N2O5


Q: Among the records above, which one has the highest LUMO energy?
A: C4H22N2O5S